(1)
A structure of composition C28H35BrCrN9OS in a non-equilibrium geometry, computed with the ωB97M-V functional and the def2-TZVPD basis.

Positions of all 76 atoms, in Å:
Cr (-0.4235, 1.0503, -0.7919)
N (-0.5015, 1.9571, 1.1343)
C (-0.1973, 3.3853, 1.0830)
C (-0.4630, 4.0579, -0.3035)
N (-1.3596, 3.1640, -1.1762)
C (-2.8494, 3.4637, -0.9926)
C (-3.7117, 2.5243, -0.1671)
N (-3.2546, 2.4109, 1.2990)
C (-0.9525, 3.5005, -2.6160)
C (-1.3052, 2.3061, -3.5231)
N (-0.6863, 1.0354, -2.9905)
H (-1.5650, 1.8679, 1.2779)
H (0.0164, 1.4109, 1.7941)
H (0.8508, 3.5797, 1.2799)
H (-0.7164, 3.9046, 1.8748)
H (0.4712, 4.2183, -0.8161)
H (-0.9156, 5.0550, -0.1596)
H (-3.2637, 3.5749, -2.0280)
H (-2.8272, 4.4482, -0.5063)
H (-3.7021, 1.5502, -0.6060)
H (-4.7618, 2.9095, -0.1590)
H (-3.7822, 1.6883, 1.7430)
H (-3.4090, 3.2722, 1.7792)
H (0.1073, 3.7706, -2.6280)
H (-1.5420, 4.3723, -2.8823)
H (-0.8177, 2.5783, -4.4691)
H (-2.3760, 2.1867, -3.6791)
H (0.1591, 0.9686, -3.5064)
H (-1.3064, 0.2032, -3.1324)
Br (0.7847, -5.9042, 6.2191)
C (-0.2832, -6.2271, 4.7427)
C (0.1329, -7.1515, 3.6973)
C (-0.6309, -7.2393, 2.5446)
C (-1.7720, -6.3561, 2.3773)
C (-2.3490, -5.7623, 3.5301)
C (-1.6179, -5.7098, 4.7102)
N (-2.0435, -5.8515, 1.1233)
N (-2.8239, -4.8472, 1.0937)
C (-2.5640, -3.7746, 0.3269)
C (-3.6593, -3.2033, -0.3284)
C (-3.4434, -2.1077, -1.1287)
C (-2.3370, -1.2947, -0.8995)
O (-2.2442, -0.1286, -1.4078)
C (-1.2593, -1.7393, -0.1059)
N (-0.1424, -0.8826, 0.1054)
C (0.9943, -1.4034, 0.6847)
C (1.0157, -2.7563, 1.0602)
C (-0.1357, -3.5629, 0.9736)
C (-1.2999, -3.0829, 0.3625)
H (1.0529, -7.7155, 3.9392)
H (-0.2707, -7.7787, 1.6764)
H (-3.3698, -5.4413, 3.4520)
H (-1.9938, -5.0931, 5.5378)
H (-4.5564, -3.8177, -0.4254)
H (-4.2597, -1.7965, -1.8114)
H (1.8408, -0.7166, 0.8093)
H (1.8579, -3.3248, 1.4718)
H (-0.1284, -4.5441, 1.5170)
N (2.3202, -0.5478, -2.1148)
C (2.8302, 0.6288, -1.6451)
S (1.9953, 1.5600, -0.5151)
N (4.0510, 1.0863, -2.0709)
C (4.8011, 2.1716, -1.5243)
C (5.2523, 2.0271, -0.2238)
C (5.9058, 3.0735, 0.4119)
C (6.0509, 4.3311, -0.1922)
C (5.6218, 4.4817, -1.5366)
C (4.9902, 3.4242, -2.2146)
H (1.4077, -0.8928, -1.8073)
H (2.9129, -1.2924, -2.5224)
H (4.4926, 0.5053, -2.7902)
H (4.9358, 1.1673, 0.3451)
H (6.1790, 2.9546, 1.4243)
H (6.4556, 5.1858, 0.3516)
H (5.7313, 5.3874, -2.1106)
H (4.6564, 3.5471, -3.2445)

Computed properties:
* total charge: +1
* LUMO energy (spin up / spin down): -2.47 / -3.20 eV
* 2S+1: 5


(2)
A structure of composition C28H35ClGdN6OS2, computed with the ωB97M-V functional and the def2-TZVPD basis.

Positions of all 74 atoms, in Å:
Gd (0.0158, 0.3683, 0.5996)
C (1.9845, 3.6106, 1.1528)
C (2.4633, 2.3588, 0.4655)
C (2.6044, 1.1505, 1.1706)
C (3.2704, 0.0624, 0.5988)
C (3.8069, 0.1615, -0.6746)
C (3.6347, 1.3385, -1.3961)
C (2.9514, 2.4129, -0.8429)
H (2.8535, 4.1870, 1.4770)
H (1.3972, 3.3905, 2.0445)
H (1.4133, 4.2523, 0.4810)
H (2.3876, 1.1320, 2.2373)
H (3.4574, -0.8211, 1.1982)
H (4.3773, -0.6569, -1.0935)
H (4.0662, 1.4328, -2.3842)
H (2.8749, 3.3413, -1.3965)
C (-3.6734, 4.9960, 1.7344)
C (-4.5404, 4.1386, 1.0420)
C (-4.0682, 2.9921, 0.4637)
C (-2.6744, 2.6486, 0.5818)
C (-1.8075, 3.5485, 1.2869)
C (-2.3017, 4.6891, 1.8459)
N (-2.1436, 1.5371, 0.0464)
N (-3.0146, 0.8954, -0.8160)
C (-2.7200, -0.3784, -1.1103)
C (-3.4331, -0.9308, -2.2011)
C (-3.2339, -2.2572, -2.5191)
C (-2.3466, -3.0010, -1.7484)
C (-1.6497, -2.3741, -0.7173)
N (-1.7941, -1.0922, -0.4008)
H (-4.0542, 5.9116, 2.1658)
H (-5.5845, 4.4025, 0.9454)
H (-4.7160, 2.3459, -0.1056)
H (-0.7485, 3.3274, 1.3497)
H (-1.6419, 5.3791, 2.3539)
H (-4.1209, -0.2961, -2.7401)
H (-3.7663, -2.7144, -3.3418)
H (-2.1788, -4.0502, -1.9440)
H (-0.9411, -2.9333, -0.1190)
C (0.0338, -3.2953, 3.5604)
S (1.2782, -2.4174, 2.6470)
C (1.9705, -3.7694, 1.7229)
O (0.4702, -1.6224, 1.5907)
H (0.5307, -4.0722, 4.1408)
H (-0.6768, -3.7260, 2.8570)
H (-0.4489, -2.5907, 4.2329)
H (2.4361, -4.4513, 2.4345)
H (2.7333, -3.3753, 1.0541)
H (1.1801, -4.2724, 1.1674)
Cl (2.4221, -3.7607, -2.5094)
C (1.8200, -2.1626, -2.7007)
C (1.8482, -1.5129, -3.9276)
C (1.3411, -0.2252, -3.9987)
C (0.8330, 0.3678, -2.8553)
N (0.8122, -0.2623, -1.6753)
C (1.2969, -1.5085, -1.6035)
H (2.2538, -2.0070, -4.8002)
H (1.3375, 0.3173, -4.9333)
H (0.4343, 1.3745, -2.8822)
H (1.2683, -2.0028, -0.6398)
C (-2.9850, -0.0749, 3.4447)
N (-2.5193, 0.9457, 4.3690)
C (-1.3195, 1.5149, 4.4094)
S (-0.0160, 1.1688, 3.3136)
N (-1.0582, 2.3799, 5.3812)
C (-1.9906, 2.7561, 6.4389)
H (-3.4973, -0.8546, 4.0049)
H (-2.1296, -0.5169, 2.9340)
H (-3.6740, 0.3462, 2.7141)
H (-3.1746, 1.2191, 5.0875)
H (-0.1228, 2.7574, 5.4037)
H (-2.1742, 1.9225, 7.1187)
H (-2.9325, 3.1104, 6.0172)
H (-1.5522, 3.5732, 7.0029)

Computed properties:
* total charge: +3
* LUMO energy (spin up / spin down): -8.42 / -10.90 eV
* 2S+1: 8


(3)
A structure of composition C28H35CrN4SSi, computed with the ωB97M-V functional and the def2-TZVPD basis.

Positions of all 70 atoms, in Å:
Cr (0.1841, -0.7161, 0.2469)
C (-3.7543, -2.6642, -0.7322)
C (-2.4488, -3.2754, -0.3079)
C (-2.3143, -3.8730, 0.9402)
C (-1.1092, -4.4356, 1.3399)
C (-0.0182, -4.4272, 0.4823)
C (-0.1468, -3.8585, -0.7796)
C (-1.3466, -3.2733, -1.1627)
H (-4.2830, -3.3210, -1.4264)
H (-3.5956, -1.7125, -1.2371)
H (-4.4033, -2.4862, 0.1257)
H (-3.1628, -3.8833, 1.6151)
H (-1.0233, -4.8827, 2.3227)
H (0.9228, -4.8675, 0.7853)
H (0.6927, -3.8589, -1.4622)
H (-1.4301, -2.8178, -2.1437)
C (-2.1646, -1.3458, 3.2401)
C (-2.6085, -0.5473, 2.0496)
C (-3.8418, 0.0809, 2.0131)
C (-4.1608, 0.8675, 0.9065)
C (-3.2775, 1.0130, -0.1384)
C (-2.0543, 0.3221, -0.0674)
N (-1.7618, -0.4333, 1.0246)
N (-1.0220, 0.3007, -0.9431)
Si (-1.0542, 0.9181, -2.5742)
C (0.4622, 0.3828, -3.5078)
C (-2.5533, 0.2171, -3.4696)
C (-1.1829, 2.7855, -2.5938)
H (-2.9635, -2.0064, 3.5778)
H (-1.9126, -0.6819, 4.0694)
H (-1.2917, -1.9466, 2.9972)
H (-4.5283, -0.0258, 2.8412)
H (-5.1142, 1.3809, 0.8741)
H (-3.5038, 1.6356, -0.9918)
H (0.5980, -0.6996, -3.4762)
H (1.3753, 0.8399, -3.1260)
H (0.3480, 0.6818, -4.5537)
H (-2.6296, -0.8627, -3.3290)
H (-2.4485, 0.3979, -4.5425)
H (-3.4989, 0.6615, -3.1550)
H (-0.2526, 3.2477, -2.2595)
H (-1.9864, 3.1500, -1.9497)
H (-1.3851, 3.1364, -3.6094)
C (0.9323, -0.1638, 2.0843)
C (2.1560, 0.6440, 2.2602)
C (2.0643, 1.9830, 2.6442)
C (3.1998, 2.7626, 2.8057)
C (4.4569, 2.2194, 2.5799)
C (4.5642, 0.8848, 2.2060)
C (3.4295, 0.1062, 2.0535)
H (0.0990, 0.2470, 2.6519)
H (1.0873, -1.2153, 2.3837)
H (1.0844, 2.4145, 2.8185)
H (3.1026, 3.7975, 3.1113)
H (5.3458, 2.8248, 2.7037)
H (5.5393, 0.4483, 2.0283)
H (3.5229, -0.9290, 1.7458)
C (1.9979, 3.5068, -0.4914)
C (2.8070, 2.2846, -0.8042)
C (4.1501, 2.3687, -1.1607)
C (4.7970, 1.1822, -1.4335)
N (4.2031, -0.0065, -1.3536)
C (2.9221, 0.0059, -0.9996)
S (2.0908, -1.5292, -0.8351)
N (2.1964, 1.1065, -0.7359)
H (1.9534, 4.1721, -1.3561)
H (2.4566, 4.0579, 0.3295)
H (0.9892, 3.2171, -0.2045)
H (4.6605, 3.3200, -1.2173)
H (5.8418, 1.1729, -1.7273)

Computed properties:
* LUMO energy (spin up / spin down): -0.54 / 0.54 eV
* 2S+1: 4


(4)
A cluster of 7 separate species, C28H35F21O14 in total in a non-equilibrium geometry, computed with the ωB97M-V functional and the def2-TZVPD basis.

Positions of all 98 atoms, in Å:
C (1.5640, -1.3972, 6.5976)
C (1.9129, 0.1237, 6.3113)
O (0.7776, 0.8333, 6.0018)
C (0.3558, 1.1588, 4.6928)
O (1.0340, 0.8860, 3.7280)
C (-1.0072, 1.8448, 4.6631)
F (-1.0074, 2.7976, 3.7236)
F (-2.0145, 0.9373, 4.5507)
F (-1.1905, 2.4617, 5.8659)
H (0.9265, -1.7487, 5.7863)
H (1.1021, -1.5409, 7.5744)
H (2.5135, -1.9318, 6.6208)
H (2.6855, 0.1824, 5.5447)
H (2.5472, 0.4910, 7.1181)
C (-3.1937, -7.2874, -8.8808)
C (-2.4942, -6.0483, -8.2799)
O (-2.0588, -6.3709, -6.9867)
C (-2.9271, -6.3843, -5.8761)
O (-4.1540, -6.4809, -5.9611)
C (-2.2111, -6.2163, -4.5874)
F (-2.6774, -5.1285, -3.9644)
F (-2.4436, -7.2727, -3.8362)
F (-0.8870, -6.1743, -4.7415)
H (-3.7406, -7.0601, -9.7958)
H (-3.8965, -7.8146, -8.2357)
H (-2.3817, -7.9926, -9.0582)
H (-3.1815, -5.2036, -8.3272)
H (-1.6120, -5.6750, -8.7999)
C (-2.4305, 4.8510, 1.3616)
C (-3.6800, 3.9172, 1.2204)
O (-4.9051, 4.6468, 1.3890)
C (-5.4579, 4.9019, 2.5960)
O (-5.0154, 4.4597, 3.6700)
C (-6.8823, 5.5503, 2.4879)
F (-7.0386, 6.6038, 3.3437)
F (-7.0845, 5.9152, 1.1994)
F (-7.7532, 4.6146, 2.7574)
H (-2.4762, 5.6541, 0.6260)
H (-1.4385, 4.3995, 1.3752)
H (-2.6085, 5.4801, 2.2337)
H (-3.6209, 3.1075, 1.9477)
H (-3.7588, 3.5011, 0.2161)
C (3.8135, 1.4266, 1.7412)
C (4.0725, 1.2090, 3.2423)
O (5.3774, 1.4826, 3.4868)
C (5.9119, 1.4574, 4.7078)
O (5.3100, 1.3164, 5.7615)
C (7.4352, 1.7896, 4.7064)
F (7.4846, 3.1026, 4.8210)
F (7.9748, 1.1421, 5.7182)
F (8.0606, 1.5518, 3.6140)
H (2.8808, 1.0368, 1.3335)
H (4.5985, 1.0671, 1.0759)
H (3.7031, 2.4922, 1.5405)
H (3.8734, 0.1482, 3.3945)
H (3.4005, 1.8395, 3.8245)
C (-1.4451, -2.3520, -1.8772)
C (-1.5695, -0.9518, -2.3859)
O (-0.8864, -0.1549, -1.4434)
C (-1.3521, 1.0854, -1.0836)
O (-2.4345, 1.5029, -1.4180)
C (-0.3837, 1.9054, -0.2177)
F (-0.8401, 1.9459, 1.0158)
F (0.8447, 1.3260, -0.1161)
F (-0.2470, 3.1640, -0.6865)
H (-0.3817, -2.5772, -1.9580)
H (-1.9488, -3.1113, -2.4755)
H (-1.7800, -2.4929, -0.8496)
H (-2.6461, -0.8070, -2.4753)
H (-1.1136, -0.8047, -3.3650)
C (-0.7078, 3.5931, -4.3485)
C (0.1476, 2.6199, -5.2344)
O (-0.4293, 2.5836, -6.5578)
C (-1.6055, 1.9674, -6.9086)
O (-2.1835, 1.1299, -6.1937)
C (-2.2128, 2.3045, -8.2387)
F (-1.6062, 3.3705, -8.7802)
F (-2.1789, 1.1971, -9.0106)
F (-3.4903, 2.6460, -7.9767)
H (-0.1365, 3.7022, -3.4267)
H (-1.6578, 3.1498, -4.0501)
H (-0.7177, 4.5400, -4.8884)
H (0.0356, 1.6102, -4.8394)
H (1.1550, 3.0289, -5.3115)
C (5.1098, -3.6633, 4.7648)
C (4.6091, -2.3524, 4.1423)
O (3.2548, -2.5569, 3.7074)
C (2.9556, -2.4118, 2.3963)
O (3.7645, -2.4456, 1.4362)
C (1.4616, -2.2203, 2.1511)
F (1.0166, -3.3516, 1.5476)
F (0.8408, -2.0607, 3.3398)
F (1.2256, -1.1987, 1.3404)
H (4.4698, -3.9477, 5.6000)
H (6.0952, -3.3854, 5.1389)
H (4.9786, -4.5923, 4.2099)
H (5.2870, -1.8561, 3.4477)
H (4.6156, -1.7317, 5.0383)

Computed properties:
* LUMO energy: 0.33 eV


(5)
A structure of composition C28H35F3MgN4P2 in a non-equilibrium geometry, computed with the ωB97M-V functional and the def2-TZVPD basis.

Positions of all 73 atoms, in Å:
Mg (-0.1280, -0.6338, 5.5139)
C (-1.1777, 1.8641, 5.1171)
C (-1.4758, 0.8726, 4.2347)
C (-0.9104, 0.7846, 2.8305)
C (0.3769, -0.0691, 2.6521)
C (1.4336, 0.0745, 3.7170)
C (1.7431, 1.2173, 4.3644)
C (1.1255, 2.5489, 4.1011)
C (-0.1601, 2.9251, 4.9083)
C (1.5316, -1.2243, 6.6827)
H (-1.7480, 1.9585, 6.0424)
H (-2.3411, 0.2207, 4.4251)
H (-0.7380, 1.7712, 2.3736)
H (-1.6864, 0.3065, 2.2047)
H (0.0893, -1.1353, 2.6186)
H (0.7756, 0.1657, 1.6486)
H (2.0453, -0.8244, 3.8782)
H (2.5063, 1.1967, 5.1466)
H (0.9074, 2.6931, 3.0360)
H (1.8695, 3.3135, 4.3780)
H (0.1351, 3.2863, 5.9058)
H (-0.5948, 3.8071, 4.4034)
H (1.4717, -0.9977, 7.7564)
H (2.5040, -0.8818, 6.3021)
H (1.4491, -2.3171, 6.5496)
P (1.3563, -1.1550, -2.7492)
P (-1.6074, -0.6295, -2.3752)
N (2.8083, -0.1890, -2.6774)
N (2.1034, -2.4218, -3.8060)
N (-1.8599, 1.1136, -2.1644)
N (-3.2844, -0.9815, -2.7785)
C (0.5346, -0.1933, -4.1203)
C (-0.9679, -0.5277, -4.1320)
C (3.1553, 0.4591, -1.4791)
C (4.1829, 1.3474, -1.7467)
C (4.4833, 1.2588, -3.1476)
C (3.6205, 0.3164, -3.7013)
C (2.2920, -3.7204, -3.3079)
C (2.7510, -4.5256, -4.3430)
C (2.8490, -3.7171, -5.5141)
C (2.4595, -2.4241, -5.1582)
C (-1.7202, 1.7063, -0.9017)
C (-1.8592, 3.0785, -1.0317)
C (-2.0799, 3.3639, -2.4145)
C (-2.0851, 2.1375, -3.0891)
C (-4.2134, -0.2877, -3.5702)
C (-5.2895, -1.1341, -3.8204)
C (-5.0029, -2.3939, -3.1961)
C (-3.7707, -2.2870, -2.5771)
H (0.9817, -0.4652, -5.0887)
H (0.6955, 0.8841, -3.9398)
H (-1.5250, 0.2298, -4.7071)
H (-1.1573, -1.5190, -4.5823)
H (2.6329, 0.2014, -0.5698)
H (4.6496, 2.0114, -1.0322)
H (5.2265, 1.8332, -3.6857)
H (3.5330, -0.0538, -4.7117)
H (2.0988, -3.9299, -2.2648)
H (2.9999, -5.5776, -4.2695)
H (3.1712, -4.0248, -6.5009)
H (2.4338, -1.5241, -5.7544)
H (-1.5630, 1.0807, -0.0319)
H (-1.8194, 3.8086, -0.2288)
H (-2.2294, 4.3306, -2.8707)
H (-2.2614, 1.9245, -4.1288)
H (-4.0471, 0.7405, -3.8546)
H (-6.1723, -0.8863, -4.3945)
H (-5.6269, -3.2775, -3.2193)
H (-3.1854, -2.9867, -1.9980)
F (-1.1073, 0.4458, 8.3862)
C (-1.4240, -0.4496, 7.3796)
F (-1.3970, -1.7007, 7.9757)
F (-2.7667, -0.2116, 7.1030)

Computed properties:
* LUMO energy: -0.58 eV


(6)
A structure of composition C28H35F3MnN5OSSe in a non-equilibrium geometry, computed with the ωB97M-V functional and the def2-TZVPD basis.

Positions of all 75 atoms, in Å:
Mn (-0.8987, -0.4370, 0.9732)
F (-2.4950, -6.1328, 3.2890)
C (-3.1005, -5.0170, 2.7888)
F (-3.3897, -5.2829, 1.5204)
F (-4.2910, -4.9434, 3.4519)
C (-2.2664, -3.7994, 3.0462)
C (-1.9252, -3.6024, 4.3741)
C (-1.1588, -2.5160, 4.7577)
C (-0.7518, -1.6482, 3.7599)
N (-1.0667, -1.8277, 2.4815)
C (-1.8323, -2.8745, 2.0644)
S (-2.1381, -2.8589, 0.3859)
H (-2.2675, -4.3163, 5.1143)
H (-0.8830, -2.3461, 5.7881)
H (-0.1450, -0.7789, 3.9672)
C (2.2947, 2.1238, 2.1476)
N (3.1272, 1.0906, 1.5607)
C (3.7865, 1.1734, 0.3505)
C (4.3430, -0.0307, 0.1190)
N (4.0219, -0.8369, 1.1924)
C (4.3466, -2.2375, 1.3335)
C (3.2829, -0.1430, 2.0866)
Se (2.6755, -0.7509, 3.7107)
H (2.2368, 2.9468, 1.4380)
H (2.7272, 2.4635, 3.0888)
H (1.2916, 1.7264, 2.3176)
H (3.7350, 2.0530, -0.2658)
H (4.8830, -0.4034, -0.7316)
H (4.9071, -2.5483, 0.4542)
H (3.4267, -2.8165, 1.4067)
H (4.9338, -2.3966, 2.2372)
C (-1.2865, 1.5335, 3.2866)
O (-0.9121, 1.1881, 2.0060)
H (-2.2187, 1.0432, 3.6208)
H (-1.4603, 2.6195, 3.3707)
H (-0.5245, 1.2889, 4.0508)
C (-4.0523, 3.0788, -1.3568)
C (-2.6210, 2.9110, -1.8533)
N (-2.3921, 1.6213, -2.4835)
C (-2.3603, 1.6095, -3.9383)
C (-1.0164, 2.0467, -4.5065)
C (-2.0388, 0.5370, -1.7332)
C (-1.6815, -0.7252, -2.4587)
N (-2.0171, 0.5433, -0.4443)
H (-4.1823, 4.0463, -0.8689)
H (-4.3101, 2.2973, -0.6419)
H (-4.7567, 3.0168, -2.1885)
H (-1.9054, 3.0481, -1.0390)
H (-2.3872, 3.6818, -2.5903)
H (-3.1550, 2.2743, -4.2897)
H (-2.6187, 0.6152, -4.2959)
H (-0.7728, 3.0656, -4.2007)
H (-1.0308, 2.0131, -5.5982)
H (-0.2126, 1.4036, -4.1466)
H (-2.5587, -1.1162, -2.9798)
H (-1.3545, -1.4602, -1.7300)
H (-0.8851, -0.5592, -3.1851)
H (-2.2998, 1.4227, -0.0215)
C (2.1507, 2.4073, -2.7363)
C (1.2932, 2.6824, -1.6471)
C (0.8181, 1.6581, -0.8724)
C (1.1673, 0.3003, -1.1161)
C (0.6869, -0.7421, -0.2378)
C (1.1981, -2.0031, -0.5085)
C (2.0487, -2.2811, -1.5980)
C (2.4483, -1.2917, -2.4582)
C (2.0335, 0.0377, -2.2149)
C (2.5035, 1.1157, -3.0118)
H (2.5262, 3.2182, -3.3506)
H (1.0203, 3.7086, -1.4234)
H (0.1826, 1.8610, -0.0160)
H (0.8849, -2.8371, 0.1125)
H (2.3736, -3.3032, -1.7702)
H (3.0980, -1.5026, -3.3018)
H (3.1671, 0.8943, -3.8423)

Computed properties:
* total charge: -1
* LUMO energy (spin up / spin down): 2.55 / 2.55 eV
* 2S+1: 2